# 1
Density functional theory data (ωB97M-V with the def2-TZVPD basis set) for a 8-piece molecular cluster, C37H69ClNO15PS overall.

Geometry as XYZ:
```
125
C37H69ClNO15PS (ωB97M-V with the def2-TZVPD basis set)
C -2.840 -2.096 6.844
C -2.645 -3.430 6.124
O -1.641 -4.055 6.280
O -3.657 -3.880 5.315
C -3.775 -3.118 4.097
C -3.450 -3.956 2.877
C -3.583 -3.189 1.534
C -2.230 -2.797 0.902
C -1.753 -1.504 1.551
O -2.487 -0.362 1.131
C -1.752 0.772 1.314
O -2.062 1.852 0.939
C -0.451 0.344 2.056
O 0.571 1.269 1.788
C -0.766 0.447 3.582
C -1.064 1.841 4.069
N -2.188 2.380 3.898
C -0.277 -1.098 1.512
C 0.423 -0.906 0.129
C 0.367 -2.116 -0.826
C -0.542 -1.920 -2.046
C -0.134 -0.625 -2.809
S -0.145 -0.900 -4.574
O 1.155 -1.321 -4.977
O -1.212 -1.790 -4.903
Cl -0.575 0.945 -5.343
P 0.804 -2.214 2.471
O 0.056 -2.855 3.587
H -2.240 -2.057 7.746
H -2.484 -1.314 6.167
H -3.907 -1.961 7.029
H -4.812 -2.777 4.005
H -3.158 -2.218 4.186
H -4.158 -4.790 2.867
H -2.454 -4.405 2.927
H -4.210 -2.301 1.679
H -4.135 -3.826 0.840
H -2.437 -2.662 -0.163
H -1.508 -3.605 1.019
H -1.916 -1.696 2.619
H 1.335 1.041 2.330
H 0.110 0.045 4.108
H -1.603 -0.185 3.893
H -0.291 2.391 4.619
H -2.195 3.314 4.303
H 1.480 -0.712 0.347
H 0.073 0.013 -0.347
H 0.120 -3.060 -0.349
H 1.377 -2.241 -1.231
H -0.441 -2.799 -2.679
H -1.576 -1.794 -1.723
H -0.827 0.162 -2.508
H 0.859 -0.333 -2.456
H 1.296 -3.191 1.580
H 1.930 -1.457 2.874
C 5.585 -0.781 -2.314
C 4.181 -0.287 -2.536
O 3.266 -0.625 -1.814
C 3.960 0.647 -3.694
H 5.605 -1.444 -1.451
H 5.928 -1.332 -3.192
H 6.250 0.065 -2.133
H 4.237 0.156 -4.628
H 4.559 1.548 -3.558
H 2.907 0.923 -3.742
C 0.190 -6.022 -3.395
C -0.487 -5.958 -2.049
O -0.105 -5.199 -1.187
C -1.662 -6.877 -1.825
H 1.014 -5.311 -3.421
H 0.581 -7.025 -3.568
H -0.521 -5.767 -4.182
H -1.348 -7.916 -1.931
H -2.449 -6.658 -2.547
H -2.052 -6.727 -0.820
C 3.536 -7.014 3.138
C 2.664 -5.783 3.197
O 3.129 -4.679 3.015
C 1.201 -5.992 3.492
H 4.561 -6.723 2.919
H 3.512 -7.534 4.097
H 3.181 -7.683 2.352
H 1.083 -6.472 4.465
H 0.753 -6.620 2.719
H 0.688 -5.031 3.513
C -0.882 5.160 -5.284
C 0.014 5.785 -4.242
O 1.059 6.320 -4.544
C -0.455 5.706 -2.813
H -0.432 5.278 -6.268
H -1.000 4.097 -5.071
H -1.859 5.645 -5.279
H -0.559 4.661 -2.516
H -1.415 6.211 -2.703
H 0.272 6.186 -2.161
C -3.717 4.197 -0.611
C -3.969 3.979 -2.081
O -3.796 4.858 -2.896
C -4.445 2.608 -2.496
H -3.379 5.218 -0.449
H -4.637 4.032 -0.047
H -2.946 3.509 -0.261
H -5.394 2.379 -2.009
H -3.704 1.856 -2.216
H -4.585 2.583 -3.575
C 5.342 4.563 -3.403
C 6.626 3.802 -3.176
O 6.645 2.593 -3.098
C 7.889 4.616 -3.050
H 4.511 3.865 -3.475
H 5.160 5.243 -2.570
H 5.405 5.133 -4.331
H 7.811 5.298 -2.203
H 8.057 5.188 -3.964
H 8.735 3.949 -2.891
C -1.461 8.272 1.726
C -1.247 6.798 1.479
O -1.207 6.344 0.361
C -1.085 5.913 2.692
H -1.561 8.787 0.773
H -2.370 8.424 2.309
H -0.608 8.688 2.266
H -1.980 5.968 3.315
H -0.217 6.229 3.272
H -0.940 4.882 2.370
```

Computed properties:
electronic energy: -104336.5499 eV
SMILES: [H]/N=C/C[C@]1(O)C(=O)O[C@@H](CCCCOC(C)=O)[C@]1(CCCCS(=O)(=O)Cl)[PH2]=O.CC(C)=O.CC(C)=O.CC(C)=O.CC(C)=O.CC(C)=O.CC(C)=O.CC(C)=O
frontier orbital gap: 9.4 eV
maximum force: 0.0374 Eh/bohr
E_HOMO: -9.0 eV

Atom charges from the Mulliken analysis, given in e for atoms 1 to 5: number 1, C, carries -0.73; number 2, C, carries 0.75; number 3, O, carries -0.50; number 4, O, carries -0.38; number 5, C, carries 0.26

=====

# 2
Density functional theory data (ωB97M-V with the def2-TZVPD basis set) for a single C4H8O2 molecule.

Geometry as XYZ:
```
14
C4H8O2 (ωB97M-V with the def2-TZVPD basis set)
C 1.283 -1.067 -0.021
C 0.796 0.334 0.327
O 1.624 1.279 -0.293
C -0.634 0.624 -0.074
O -0.865 1.702 -0.608
C -1.847 -0.234 0.020
H 0.732 -1.835 0.531
H 2.341 -1.138 0.247
H 1.190 -1.256 -1.095
H 0.816 0.455 1.425
H 1.040 2.023 -0.527
H -2.266 0.398 -0.804
H -2.488 0.047 0.857
H -1.724 -1.332 0.014
```

Computed properties:
electronic energy: -8371.8803 eV
SMILES: CC(=O)[C@@H](C)O
frontier orbital gap: 11.0 eV
maximum force: 0.0465 Eh/bohr
E_HOMO: -10.2 eV

Atom charges from the Mulliken analysis, given in e for atoms 1 to 5: number 1, C, carries -1.28; number 2, C, carries 0.36; number 3, O, carries -0.57; number 4, C, carries 0.71; number 5, O, carries -0.64